71
Properties=species:S:1:pos:R:3 method="wB97M-V/def2-TZVPD" total_charge=0 e_homo_ev=-7.38 multiplicity=1 orbital_gap_ev=7.425 de_lowest_ev=1.3813
Cs 0.456 2.428 0.612
O -4.009 5.359 0.150
C -2.852 4.698 0.322
O -2.800 3.536 0.628
C -1.681 5.616 0.077
O -0.494 4.924 0.289
C 0.677 5.692 -0.001
C 1.840 4.678 -0.282
O 2.893 4.858 0.332
O 1.529 3.756 -1.073
H -4.743 4.744 0.272
H -1.780 6.488 0.737
H -1.758 5.983 -0.955
H 0.925 6.342 0.840
H 0.524 6.302 -0.898
C -2.010 4.863 3.868
N -2.717 3.607 3.770
C -4.084 3.447 3.663
C -4.321 2.126 3.537
N -3.099 1.487 3.577
C -2.875 0.067 3.419
C -2.108 2.398 3.729
Se -0.319 2.067 3.837
H -2.723 5.675 3.745
H -1.244 4.915 3.093
H -1.514 4.948 4.834
H -4.761 4.283 3.681
H -5.245 1.589 3.420
H -3.825 -0.452 3.521
H -2.177 -0.279 4.179
H -2.444 -0.148 2.441
C -2.187 -4.303 -1.762
C -0.910 -4.394 -2.595
C -0.785 -3.291 -3.645
C -0.539 -1.891 -3.074
N 0.688 -1.815 -2.304
C 0.780 -1.586 -0.963
Se -0.586 -1.190 0.175
N 2.096 -1.647 -0.629
C 2.634 -1.418 0.702
C 2.379 -2.557 1.686
C 3.030 -3.894 1.315
C 2.295 -4.666 0.214
C 2.855 -1.883 -1.765
C 4.222 -2.018 -1.955
C 4.664 -2.242 -3.249
C 3.772 -2.324 -4.317
C 2.405 -2.199 -4.127
C 1.960 -1.989 -2.831
H -2.295 -5.189 -1.134
H -3.065 -4.239 -2.409
H -2.174 -3.432 -1.108
H -0.890 -5.356 -3.114
H -0.037 -4.374 -1.937
H -1.704 -3.247 -4.236
H 0.029 -3.547 -4.328
H -1.351 -1.591 -2.415
H -0.475 -1.168 -3.891
H 2.198 -0.497 1.095
H 3.705 -1.259 0.589
H 1.304 -2.694 1.796
H 2.763 -2.221 2.652
H 3.049 -4.512 2.215
H 4.071 -3.730 1.020
H 1.216 -4.635 0.384
H 2.604 -5.712 0.209
H 2.499 -4.261 -0.778
H 4.922 -1.944 -1.135
H 5.724 -2.347 -3.435
H 4.154 -2.486 -5.317
H 1.719 -2.248 -4.962

66
Properties=species:S:1:pos:R:3 method="wB97M-V/def2-TZVPD" total_charge=-1 e_homo_ev=-1.83 multiplicity=1 orbital_gap_ev=4.853
Pd -1.385 -0.190 -0.301
C -2.582 2.812 0.142
C -3.300 2.137 1.268
O -3.161 0.735 1.057
C -3.574 -0.129 2.149
C -3.075 -1.545 1.882
O -3.969 -2.235 1.042
C -3.700 -2.252 -0.376
C -4.105 -0.904 -1.088
O -2.941 -0.326 -1.752
C -2.928 0.810 -2.709
C -2.437 2.169 -2.211
O -3.256 2.506 -1.094
H -1.532 2.664 0.204
H -2.701 3.882 0.382
H -4.378 2.380 1.141
H -2.906 2.482 2.252
H -4.675 -0.166 2.243
H -3.206 0.383 3.084
H -3.089 -2.119 2.840
H -1.974 -1.482 1.587
H -4.389 -3.012 -0.726
H -2.712 -2.630 -0.630
H -4.578 -0.254 -0.319
H -4.803 -1.174 -1.897
H -3.985 0.929 -3.047
H -2.263 0.374 -3.489
H -2.608 2.888 -3.107
H -1.360 2.248 -1.975
C 3.149 -1.885 -1.608
C 1.714 -1.549 -1.258
C 0.928 -2.763 -0.728
C 0.953 -1.048 -2.469
Si 1.560 -0.284 0.149
O 0.161 -0.299 0.993
C 2.692 -0.889 1.566
C 2.089 -1.465 2.714
C 2.880 -2.085 3.680
C 4.274 -2.257 3.473
C 4.813 -1.680 2.337
C 4.071 -0.903 1.449
C 2.069 1.451 -0.419
C 3.375 1.730 -0.793
C 3.835 3.028 -0.863
C 2.987 4.088 -0.571
C 1.654 3.799 -0.372
C 1.205 2.504 -0.193
H 3.136 -2.311 -2.625
H 3.578 -2.652 -0.997
H 3.877 -1.067 -1.608
H 0.674 -3.453 -1.594
H -0.063 -2.402 -0.336
H 1.513 -3.363 -0.016
H 0.738 -1.807 -3.242
H 1.435 -0.236 -2.994
H -0.079 -0.655 -2.132
H 1.056 -1.384 2.851
H 2.419 -2.390 4.618
H 4.836 -2.840 4.172
H 5.914 -1.810 2.198
H 4.575 -0.287 0.681
H 4.083 0.926 -0.936
H 4.899 3.172 -1.188
H 3.386 5.155 -0.592
H 0.933 4.624 -0.180
H 0.250 2.306 0.280

76
Properties=species:S:1:pos:R:3 method="wB97M-V/def2-TZVPD" total_charge=0 e_homo_ev=-8.79 multiplicity=1 orbital_gap_ev=8.914 de_lowest_ev=0.3657
Pb -0.993 -0.405 0.442
O 0.300 2.138 -3.941
C 1.296 2.148 -3.278
O 2.517 2.449 -3.634
B 3.449 2.230 -2.493
O 2.600 1.779 -1.394
C 1.360 1.696 -1.800
O 0.437 1.289 -1.162
O 4.169 3.466 -2.147
C 5.475 3.283 -2.287
O 6.344 4.067 -2.098
C 5.682 1.844 -2.781
O 4.494 1.267 -2.874
O 6.730 1.344 -3.045
O -1.745 1.697 0.998
H -1.732 2.556 1.404
C -4.233 -4.102 3.890
C -5.302 -3.014 3.909
C -5.519 -2.402 2.517
C -4.295 -1.947 1.866
N -3.335 -1.576 1.367
H -3.238 -3.738 3.634
H -4.478 -4.900 3.185
H -4.187 -4.590 4.866
H -5.017 -2.240 4.626
H -6.250 -3.391 4.290
H -6.223 -1.572 2.590
H -5.985 -3.149 1.871
C -4.230 3.319 -3.723
C -2.806 3.379 -3.167
C -2.741 2.849 -1.726
C -2.888 1.402 -1.641
N -2.971 0.257 -1.580
H -4.549 2.274 -3.736
H -4.314 3.695 -4.744
H -4.923 3.909 -3.118
H -2.481 4.420 -3.117
H -2.155 2.850 -3.859
H -3.501 3.345 -1.129
H -1.734 3.030 -1.349
C 2.501 -0.766 -4.393
C 1.386 -1.713 -4.847
C 0.018 -1.351 -4.247
C -0.032 -1.587 -2.801
N -0.059 -1.769 -1.669
H 2.644 -0.848 -3.313
H 2.345 0.279 -4.660
H 3.444 -1.096 -4.833
H 1.709 -2.701 -4.518
H 1.269 -1.699 -5.929
H -0.773 -1.935 -4.714
H -0.188 -0.276 -4.302
C 3.792 2.883 1.540
C 2.646 3.071 2.522
C 2.260 1.778 3.238
C 1.765 0.736 2.349
N 1.356 -0.058 1.626
H 3.616 1.986 0.942
H 4.761 2.732 2.022
H 3.886 3.709 0.839
H 1.780 3.509 2.023
H 2.899 3.797 3.299
H 1.432 1.898 3.947
H 3.096 1.434 3.850
C 1.470 -2.657 4.701
C 0.578 -3.893 4.602
C 0.574 -4.495 3.173
C -0.018 -3.593 2.199
N -0.477 -2.892 1.416
H 1.672 -2.411 5.744
H 1.006 -1.784 4.242
H 2.440 -2.845 4.237
H -0.463 -3.628 4.789
H 0.932 -4.657 5.289
H 0.088 -5.469 3.137
H 1.615 -4.642 2.869

70
Properties=species:S:1:pos:R:3 method="wB97M-V/def2-TZVPD" total_charge=0 e_homo_ev=-8.21 multiplicity=1 smiles="CC(=O)OCCCc1cc2c(cc1C)Sc1c(Br)cccc1N2.CN(C)P(=O)(N(C)C)N(C)C" orbital_gap_ev=8.632
C 2.073 -1.957 3.502
C 1.924 -1.342 2.136
O 1.452 -0.252 1.979
O 2.403 -2.103 1.132
C 1.685 -1.964 -0.113
C 1.576 -3.332 -0.803
C 0.130 -3.854 -1.017
C -0.888 -3.485 0.037
C -2.030 -2.810 -0.392
C -3.051 -2.430 0.467
C -2.902 -2.719 1.813
C -1.787 -3.402 2.276
C -0.789 -3.802 1.397
C 0.375 -4.594 1.958
S -4.173 -2.186 2.939
C -5.601 -2.313 1.882
C -6.851 -2.607 2.420
Br -7.020 -2.826 4.304
C -7.961 -2.707 1.598
C -7.791 -2.528 0.235
C -6.547 -2.234 -0.302
C -5.432 -2.102 0.515
N -4.184 -1.758 -0.101
H 1.102 -2.264 3.882
H 2.674 -2.865 3.421
H 2.609 -1.291 4.173
H 0.740 -1.436 -0.003
H 2.311 -1.337 -0.752
H 2.208 -4.052 -0.288
H 2.017 -3.228 -1.796
H 0.181 -4.949 -1.033
H -0.196 -3.573 -2.016
H -2.135 -2.567 -1.443
H -1.741 -3.607 3.339
H 0.119 -5.657 1.887
H 0.467 -4.389 3.023
H 1.309 -4.435 1.437
H -8.923 -2.920 2.043
H -8.647 -2.606 -0.422
H -6.487 -2.083 -1.371
H -4.055 -0.754 0.022
C 1.491 5.845 -0.811
N 1.412 4.955 -1.952
C 0.062 4.914 -2.508
P 2.346 3.523 -2.207
O 2.332 3.477 -3.706
N 4.026 3.834 -1.984
C 4.552 4.866 -1.113
C 4.883 3.711 -3.157
N 2.218 2.943 -0.570
C 3.097 1.781 -0.277
C 0.849 2.476 -0.227
H 1.090 5.421 0.122
H 0.923 6.755 -1.018
H 2.503 6.184 -0.617
H -0.611 4.246 -1.952
H 0.085 4.573 -3.544
H -0.388 5.907 -2.513
H 4.437 5.868 -1.545
H 5.620 4.702 -0.938
H 4.092 4.836 -0.125
H 4.802 4.581 -3.820
H 4.641 2.820 -3.729
H 5.927 3.611 -2.847
H 2.880 0.934 -0.934
H 2.956 1.461 0.755
H 4.149 2.026 -0.382
H 0.474 1.738 -0.942
H 0.144 3.306 -0.186
H 0.845 2.025 0.764

64
Properties=species:S:1:pos:R:3 method="wB97M-V/def2-TZVPD" total_charge=0 e_homo_ev="-5.66 / -5.67" multiplicity=8 orbital_gap_ev="5.173 / 5.205" de_lowest_ev=1.5059
C 0.337 3.118 2.407
C 0.848 3.075 1.068
C -0.270 3.225 0.196
H 1.877 2.915 0.711
C -1.469 3.424 0.982
C -1.084 3.363 2.358
H -1.712 3.336 3.256
H 0.966 2.951 3.282
H -0.278 3.256 -0.890
H -2.504 3.569 0.641
Eu -0.719 0.847 1.473
C 0.212 -2.710 -1.446
H 0.387 -1.608 -1.193
H -0.368 -2.949 -0.511
H 1.204 -3.223 -1.430
Si 0.171 0.242 -2.499
C 1.452 -0.187 -3.797
C 2.326 0.890 -4.017
H 2.090 1.876 -3.622
C 3.463 0.738 -4.810
H 4.116 1.601 -4.941
C 3.730 -0.494 -5.413
H 4.644 -0.639 -5.988
C 2.795 -1.536 -5.341
H 2.913 -2.482 -5.880
C 1.649 -1.368 -4.558
H 0.878 -2.134 -4.587
C -1.221 1.334 -3.250
C -1.169 1.699 -4.610
H -0.275 1.500 -5.177
C -2.292 2.162 -5.310
H -2.212 2.302 -6.396
C -3.506 2.357 -4.628
H -4.371 2.731 -5.184
C -3.534 2.211 -3.229
H -4.467 2.375 -2.659
C -2.375 1.785 -2.559
H -2.493 1.676 -1.495
H -0.386 -3.046 -2.346
H -0.444 -1.204 -2.735
C -1.809 -0.500 4.483
P -0.227 0.526 4.559
C -0.264 1.039 6.351
C 1.123 -0.819 4.676
C 0.836 -2.215 4.086
P 0.245 -2.209 2.335
C 1.707 -2.937 1.485
C -0.919 -3.585 2.452
H -2.554 0.006 5.120
H -2.296 -0.567 3.484
H -1.628 -1.517 4.868
H -0.343 0.155 7.005
H 0.669 1.575 6.590
H -1.111 1.717 6.543
H 1.972 -0.347 4.170
H 1.379 -0.869 5.746
H 1.754 -2.816 4.144
H 0.090 -2.715 4.725
H 2.490 -3.239 2.193
H 1.403 -3.807 0.892
H 2.147 -2.198 0.795
H -1.181 -3.835 3.483
H -1.861 -3.332 1.965
H -0.530 -4.487 1.975

90
Properties=species:S:1:pos:R:3 method="wB97M-V/def2-TZVPD" total_charge=0 e_homo_ev=-8.95 multiplicity=1 orbital_gap_ev=9.071 de_lowest_ev=0.0000
C 11.222 16.461 13.129
S 11.355 14.858 12.088
O 9.998 14.254 12.354
C 11.442 15.607 10.486
H 10.982 16.161 14.102
H 10.519 17.185 12.672
H 12.225 16.975 13.114
H 11.857 14.897 9.725
H 12.120 16.447 10.513
H 10.454 15.981 10.175
C 6.047 12.200 9.122
S 6.966 11.301 10.429
O 6.730 11.978 11.763
C 8.564 11.769 9.801
H 6.468 13.273 9.099
H 5.016 12.240 9.425
H 6.210 11.630 8.184
H 8.582 11.646 8.766
H 9.244 11.068 10.257
H 8.771 12.762 10.233
C 12.909 6.386 13.242
S 14.468 7.209 13.608
O 14.098 8.562 14.142
C 15.195 6.167 14.956
H 12.563 7.034 12.473
H 12.231 6.302 14.106
H 13.002 5.368 12.839
H 14.487 5.731 15.676
H 15.844 6.856 15.441
H 15.773 5.347 14.593
C 12.175 11.147 12.986
C 11.643 9.865 12.344
O 12.806 9.516 11.642
C 13.512 10.636 11.293
O 14.414 10.644 10.502
O 13.186 11.680 12.050
F 10.690 10.176 11.399
H 12.634 10.895 13.961
H 11.399 11.843 13.238
H 11.306 8.966 12.887
C 14.410 11.740 7.569
C 14.602 13.046 8.264
O 13.381 13.263 8.911
C 12.441 12.341 8.480
O 11.271 12.474 8.738
O 13.028 11.418 7.809
F 14.800 14.003 7.305
H 15.072 10.995 7.969
H 14.659 11.804 6.498
H 15.471 13.155 8.990
C 12.290 9.527 16.463
C 12.125 8.960 17.874
O 11.906 7.600 17.567
C 11.373 7.512 16.322
O 10.929 6.514 15.858
O 11.541 8.655 15.658
F 11.036 9.457 18.573
H 13.308 9.482 16.273
H 11.930 10.491 16.315
H 13.029 9.085 18.496
C 8.343 12.514 14.364
C 8.080 13.734 15.197
O 9.368 14.228 15.391
C 10.295 13.230 15.152
O 11.401 13.315 15.548
O 9.748 12.181 14.645
F 7.618 13.459 16.422
H 8.289 12.655 13.340
H 7.723 11.638 14.608
H 7.535 14.587 14.757
C 15.613 7.598 10.427
C 16.889 8.090 11.145
O 17.701 8.251 9.917
C 17.139 7.656 8.808
O 17.636 7.537 7.762
O 15.901 7.257 9.102
F 17.391 7.223 12.036
H 14.915 8.375 10.443
H 15.262 6.671 10.830
H 16.900 9.012 11.653
C 14.127 14.337 16.267
C 14.738 13.184 15.455
O 14.232 12.036 16.140
C 13.790 12.378 17.341
O 13.587 11.520 18.167
O 13.738 13.687 17.540
F 16.162 13.127 15.453
H 13.250 14.703 15.765
H 14.802 15.129 16.590
H 14.446 13.044 14.378

So what do the calculations give for E_tot? Going down the list: -6353.81686; -1729.01395; -2104.97462; -4694.41277; -2618.45350; -4309.89634 a.u..